No. 1
BrH3O3Si as an isolated structure. Source: the Open Molecules 2025 dataset; level of theory: ωB97M-V with the def2-TZVPD basis set.

Calculated values
ΔE to the lowest compared entry with this formula, charge and spin ... 2.728 eV
LUMO energy ... -0.19 eV
HOMO level ... -9.8 eV
Kohn-Sham gap ... 9.601 eV

```
8
Properties=species:S:1:pos:R:3:forces:R:3
O -0.206185 1.616192 -0.401137 1.7 -3.8 0.6
O 0.563650 -1.053612 1.458759 -0.7 -0.6 0.3
O 0.197556 -1.305473 -1.419640 0.2 -0.1 3.5
Si 0.723130 -0.513853 -0.019853 -1.8 3.7 -3.4
Br 2.796424 0.044494 0.046049 0.8 0.2 -0.4
H 0.472707 1.822293 -1.068580 -0.3 0.1 0.3
H -0.045061 -1.688760 1.826632 -0.4 -0.1 0.0
H 0.464811 -0.995354 -2.268994 0.3 0.6 -0.8
```
Forces are in eV/Å.

Löwdin population analysis, charges in e, atoms 1 to 4: number 1, O, carries -0.358; number 2, O, carries -0.137; number 3, O, carries -0.157; number 4, Si, carries 0.097

***

No. 2
One molecule with the formula BrH3Si. Source: the Open Molecules 2025 dataset; level of theory: ωB97M-V with the def2-TZVPD basis set.

Calculated values
ΔE to the lowest compared entry with this formula, charge and spin ... 0.000 eV
LUMO energy ... 0.82 eV
SMILES ... [SiH3]Br
HOMO level ... -10.5 eV
Kohn-Sham gap ... 11.320 eV

```
5
Properties=species:S:1:pos:R:3:forces:R:3
Si 0.333931 -0.001741 0.176094 1.8 1.6 -1.8
Br 2.344352 -0.103079 1.084663 0.2 0.1 0.5
H -0.462757 -1.039386 0.586299 -1.5 -1.6 1.0
H -0.227953 1.364979 0.292872 0.0 -0.3 0.2
H 0.734196 -0.293912 -1.225848 -0.4 0.2 0.0
```
Forces are in eV/Å.

Löwdin population analysis, charges in e, atoms 1 to 4: number 1, Si, carries 0.168; number 2, Br, carries 0.194; number 3, H, carries -0.151; number 4, H, carries -0.099

***

No. 3
BrH44NiO22 as an isolated structure. Source: the Open Molecules 2025 dataset; level of theory: ωB97M-V with the def2-TZVPD basis set.

Calculated values
Multiplicity ... 3
Total charge ... +1
<S²> ... 2.0032
LUMO energy (alpha / beta) ... -3.09 / -3.14 eV
HOMO level (alpha / beta) ... -12.5 / -12.5 eV
Kohn-Sham gap (alpha / beta) ... 9.408 / 9.317 eV

```
68
Properties=species:S:1:pos:R:3:forces:R:3
Ni -12.420118 10.435057 9.663960 0.4 -0.7 0.0
Br -10.697509 8.703306 8.876013 -0.4 0.2 0.0
O -5.461976 7.084385 8.568443 0.3 -0.7 0.0
H -5.798723 7.972024 8.446285 -0.4 0.2 -0.1
H -5.535044 6.927428 9.509853 0.2 0.1 0.3
O -13.849385 8.948967 9.917860 0.5 1.1 -0.2
H -14.224606 8.529852 10.692315 -0.1 -0.3 0.8
H -14.178223 8.432234 9.182277 -0.2 -0.4 -0.3
O -7.846526 5.287764 8.546578 -0.5 0.0 0.0
H -6.965629 5.662249 8.548056 0.6 0.5 -0.3
H -7.924524 4.854469 9.396526 -0.1 -0.3 0.1
O -9.032597 12.493740 7.411495 -0.8 0.4 0.8
H -9.480445 13.233082 7.000350 0.1 0.3 -0.3
H -8.649742 12.008504 6.680608 0.5 -0.5 -0.4
O -13.221144 5.651659 7.144293 -0.5 0.4 0.1
H -13.774277 5.020558 7.604715 -0.1 -0.2 0.1
H -12.333581 5.305476 7.237145 0.7 -0.5 0.1
O -12.692952 7.445565 5.203534 0.4 0.9 -0.4
H -12.430976 6.629017 4.778273 -0.1 -0.3 -0.1
H -13.034964 7.173620 6.055181 -0.1 -0.5 0.3
O -15.594109 7.754559 8.325100 0.1 0.2 0.1
H -15.384048 8.324864 7.585603 -0.1 0.0 -0.5
H -16.253532 7.150979 7.982936 -0.2 -0.3 0.0
O -9.353157 7.348604 12.068856 0.1 0.0 0.1
H -9.813389 6.549072 12.324116 0.0 -0.1 0.3
H -9.254161 7.275860 11.119567 0.0 -0.1 -0.5
O -14.954533 6.850106 11.229529 0.0 0.3 0.0
H -14.693475 6.600724 10.343026 0.0 -0.3 -0.4
H -15.012024 6.021279 11.704891 0.0 -0.1 0.3
O -13.293989 10.853757 7.763303 -0.1 -0.2 0.3
H -13.259018 11.674153 7.271409 0.3 0.4 -0.2
H -13.920603 10.312503 7.283042 0.0 -0.3 -0.2
O -9.470833 6.238869 6.179463 -0.3 0.0 -0.4
H -10.075467 6.887898 6.539191 -0.2 0.2 0.2
H -8.773038 6.173645 6.831433 0.4 -0.2 0.4
O -13.781312 11.853829 10.385780 -0.3 0.1 0.0
H -14.717572 11.711928 10.246089 -0.4 -0.3 -0.2
H -13.730731 12.698554 10.833127 0.3 0.3 0.2
O -10.389931 9.406063 5.351855 0.6 0.5 -0.2
H -10.534353 8.559626 4.928867 -0.3 -0.4 -0.3
H -10.592329 9.250925 6.274460 -0.1 -0.1 0.6
O -11.965500 11.409484 4.316179 -0.6 0.7 0.0
H -11.421953 10.739928 4.731493 0.3 -0.7 0.2
H -11.346421 11.952388 3.828086 0.0 0.2 -0.2
O -7.146137 10.751389 9.971424 0.0 0.6 0.7
H -7.088654 10.174756 9.209567 -0.1 -0.5 -0.7
H -6.239352 10.995943 10.156270 0.2 0.2 0.3
O -11.979591 10.201217 11.708348 -0.4 0.0 -0.3
H -11.055191 10.280135 11.943900 1.6 -0.2 -0.1
H -12.450684 10.378250 12.522583 -0.5 0.1 0.0
O -7.411430 8.970709 8.044026 0.5 0.0 -0.2
H -7.306126 9.320520 7.159272 -0.1 0.3 -0.5
H -8.356531 8.981317 8.195370 -0.7 -0.1 0.2
O -7.795192 10.879603 5.487381 0.2 0.0 0.3
H -7.019185 10.503862 5.071608 0.4 0.2 -0.2
H -8.531207 10.428437 5.073918 -0.7 -0.4 -0.1
O -10.661184 3.989236 7.957923 -0.4 -0.4 -0.5
H -10.953927 3.956222 8.868668 -0.1 0.1 0.2
H -10.106865 4.768248 7.912107 0.4 0.2 -0.2
O -11.505585 5.476065 10.084109 -0.2 -0.4 0.4
H -11.268352 6.376185 9.861088 0.1 0.7 -0.4
H -11.342889 5.411152 11.025155 -0.1 -0.1 0.3
O -11.068719 11.976508 9.379113 -0.9 0.2 0.8
H -10.987714 12.546527 10.143791 0.1 0.1 0.4
H -10.423165 12.314464 8.758397 1.0 -0.5 -1.1
O -9.107222 10.155867 11.844001 -1.0 0.3 0.6
H -8.490936 10.480761 11.187595 0.6 0.4 -0.6
H -9.015805 9.203704 11.808511 0.0 -0.3 0.3
```
Forces are in eV/Å.

Löwdin population analysis, charges in e, atoms 1 to 4: number 1, Ni, carries 0.440; number 2, Br, carries 0.369; number 3, O, carries -0.043; number 4, H, carries 0.002

***

No. 4
A 5-piece molecular cluster, BrH8O4 overall. Source: the Open Molecules 2025 dataset; level of theory: ωB97M-V with the def2-TZVPD basis set.

Calculated values
ΔE to the lowest compared entry with this formula, charge and spin ... 1.255 eV
Total charge ... -1
LUMO energy ... 3.55 eV
HOMO level ... -5.4 eV
Kohn-Sham gap ... 8.972 eV

```
13
Properties=species:S:1:pos:R:3:forces:R:3
Br -4.948373 -55.230085 1.193005 0.1 0.3 0.4
O -1.610448 -55.873074 1.612960 5.3 2.5 1.7
H -1.094146 -54.965179 1.894857 -2.4 -3.5 -1.1
H -2.479155 -55.634976 1.429550 -3.0 1.0 -0.5
O -7.792258 -56.393706 2.574376 -3.9 -1.0 0.8
H -8.488184 -56.674059 1.923282 1.4 0.5 0.9
H -7.009014 -56.255868 2.113835 2.5 0.6 -1.6
O -3.387980 -52.290622 1.035468 2.3 -2.6 -1.3
H -3.830252 -53.268152 1.129640 1.5 2.7 -0.6
H -2.429343 -52.393035 0.553825 -3.9 -0.1 1.8
O -5.453637 -56.992864 -1.298881 -0.9 2.3 -0.8
H -5.762688 -56.397402 -2.058121 0.7 -1.3 1.6
H -5.404194 -56.322789 -0.521874 0.1 -1.3 -1.2
```
Forces are in eV/Å.

Löwdin population analysis, charges in e, atoms 1 to 4: number 1, Br, carries 0.109; number 2, O, carries -0.146; number 3, H, carries 0.114; number 4, H, carries -0.168

***

No. 5
BrH8O4Pt as an isolated structure. Source: the Open Molecules 2025 dataset; level of theory: ωB97M-V with the def2-TZVPD basis set.

Calculated values
Multiplicity ... 3
Total charge ... +1
<S²> ... 2.0032
LUMO energy (alpha / beta) ... -3.88 / -5.54 eV
HOMO level (alpha / beta) ... -12.6 / -12.6 eV
Kohn-Sham gap (alpha / beta) ... 8.723 / 7.072 eV

```
14
Properties=species:S:1:pos:R:3:forces:R:3
Pt 0.683082 -0.078081 -0.076651 0.9 1.1 -0.3
Br 2.406530 1.641441 -0.671430 -0.6 -0.7 0.3
O -1.090463 1.341477 -0.122333 -0.5 0.0 -0.3
H -1.445154 1.631651 -0.969893 0.1 0.1 0.0
H -1.516317 1.885961 0.549092 0.2 0.0 0.2
O 0.492081 -0.712010 -2.288963 -0.4 -0.3 -0.3
H -0.018489 -0.216967 -2.939985 0.1 0.1 0.0
H 1.082200 -1.285272 -2.793861 0.2 0.1 0.1
O -0.793031 -1.693206 0.512506 -0.1 -0.2 0.3
H -0.682530 -2.079126 1.390074 0.0 0.0 0.0
H -1.098958 -2.416996 -0.048750 0.1 0.1 -0.2
O 0.761254 0.477761 2.163861 -0.2 -0.1 0.3
H 0.060785 0.220888 2.774282 0.0 0.0 0.1
H 1.159017 1.282483 2.522056 0.2 0.0 -0.2
```
Forces are in eV/Å.

Löwdin population analysis, charges in e, atoms 1 to 4: number 1, Pt, carries 0.917; number 2, Br, carries -0.058; number 3, O, carries -0.130; number 4, H, carries 0.084

***

No. 6
BrH8O4Zn as an isolated structure. Source: the Open Molecules 2025 dataset; level of theory: ωB97M-V with the def2-TZVPD basis set.

Calculated values
ΔE to the lowest compared entry with this formula, charge and spin ... 0.424 eV
Multiplicity ... 2
<S²> ... 0.7511
LUMO energy (alpha / beta) ... 0.13 / -0.23 eV
HOMO level (alpha / beta) ... -4.0 / -8.8 eV
Kohn-Sham gap (alpha / beta) ... 4.150 / 8.553 eV

```
14
Properties=species:S:1:pos:R:3:forces:R:3
Zn 3.758952 -9.459770 18.541225 0.3 -0.6 -0.5
Br 5.235307 -10.603937 16.880414 -0.2 0.2 0.2
O 5.469983 -8.608580 19.285716 0.6 0.6 0.3
H 5.790725 -8.193758 20.086513 -0.3 0.2 0.6
H 6.262392 -8.836020 18.799308 0.3 -0.5 -0.6
O 3.528744 -7.648614 17.242043 -0.2 0.0 0.0
H 4.145804 -7.237521 16.636676 0.5 -0.2 -0.3
H 2.849031 -6.988314 17.377059 -0.4 0.3 0.2
O 1.880994 -9.958751 17.746677 -0.4 -0.2 -0.1
H 1.269877 -9.425133 17.238715 -0.2 0.6 -0.3
H 1.536658 -10.849209 17.677722 0.1 -0.6 0.1
O 2.578448 -8.230889 19.812127 0.2 -0.4 0.0
H 2.578826 -8.262230 20.768820 0.1 -0.3 0.8
H 2.159913 -7.396720 19.599504 -0.5 1.0 -0.4
```
Forces are in eV/Å.

Löwdin population analysis, charges in e, atoms 1 to 4: number 1, Zn, carries 0.275; number 2, Br, carries -0.149; number 3, O, carries -0.150; number 4, H, carries 0.063

***

No. 7
A 2-piece molecular cluster, BrHNO overall. Source: the Open Molecules 2025 dataset; level of theory: ωB97M-V with the def2-TZVPD basis set.

Calculated values
ΔE to the lowest compared entry with this formula, charge and spin ... 1.283 eV
Total charge ... -1
LUMO energy (alpha / beta) ... 4.46 / 4.46 eV
HOMO level (alpha / beta) ... -3.0 / -3.0 eV
Kohn-Sham gap (alpha / beta) ... 7.493 / 7.494 eV

```
4
Properties=species:S:1:pos:R:3:forces:R:3
N 0.526538 0.259221 -0.176189 1.3 -1.6 0.4
O 0.769854 1.020873 0.691733 -0.4 -0.9 -0.1
Br -1.707924 0.024127 -0.704104 -1.3 0.0 -0.3
H 0.411531 -1.304220 0.188560 0.4 2.4 -0.1
```
Forces are in eV/Å.

Okay, here come the Löwdin numbers, in e, for every atom: number 1, N, carries -0.475; number 2, O, carries -0.242; number 3, Br, carries -0.286; number 4, H, carries 0.003

***

No. 8
An isolated ion of composition BrHNO2S and charge -1. Source: the Open Molecules 2025 dataset; level of theory: ωB97M-V with the def2-TZVPD basis set.

Calculated values
ΔE to the lowest compared entry with this formula, charge and spin ... 0.322 eV
Total charge ... -1
LUMO energy ... 3.44 eV
HOMO level ... -3.6 eV
Kohn-Sham gap ... 7.075 eV

```
6
Properties=species:S:1:pos:R:3:forces:R:3
N 0.723696 -0.323821 0.404298 -2.2 0.0 1.5
O -0.973384 1.476424 0.841457 -0.6 -0.2 0.9
O -1.589928 0.151773 -1.117288 -0.9 -1.6 0.0
S -0.545322 0.857965 -0.405027 2.4 2.6 -1.4
Br 2.237090 -1.015847 -0.259686 1.7 -0.5 -1.3
H 0.147849 -1.146495 0.536245 -0.3 -0.3 0.4
```
Forces are in eV/Å.

Löwdin population analysis, charges in e, atoms 1 to 4: number 1, N, carries -0.813; number 2, O, carries -0.548; number 3, O, carries -0.546; number 4, S, carries 0.525

***

No. 9
BrHgO14P2V3 as an isolated structure. Source: the Open Molecules 2025 dataset; level of theory: ωB97M-V with the def2-TZVPD basis set.

Calculated values
ΔE to the lowest compared entry with this formula, charge and spin ... 18.515 eV
Total charge ... -2
LUMO energy ... -0.45 eV
HOMO level ... -2.3 eV
Kohn-Sham gap ... 1.839 eV

```
21
Properties=species:S:1:pos:R:3:forces:R:3
Hg -2.591123 -0.111808 3.068032 0.0 0.0 -0.1
O 2.561726 -4.815342 -0.841259 -1.7 1.6 1.2
V 1.537296 -3.709180 -0.238260 1.3 -0.4 -1.9
O 1.257933 -2.654753 -1.396014 0.2 -1.1 1.4
O -0.325006 2.010484 -7.047993 0.6 0.6 1.9
V 0.256754 2.342337 -5.565864 0.4 -1.3 -1.6
O 1.715526 1.693911 -5.437777 -1.1 0.7 0.0
O 2.597831 2.738444 -0.814456 1.5 0.2 -1.1
V 1.360482 2.684544 0.045820 -2.6 -4.4 3.5
O 1.465528 1.242625 0.902176 -0.2 4.7 -2.6
Br 0.664458 7.247305 0.040876 0.2 -0.7 0.0
P 0.610061 -3.607590 4.259048 -1.3 3.9 4.9
O -0.203686 -2.936666 3.140529 -0.2 0.1 0.3
O 1.221305 -4.646203 3.484947 2.6 -5.0 -3.8
O -0.104076 -4.387890 5.437632 1.1 2.0 -1.9
O 1.689346 -2.559669 4.706595 -2.0 -1.1 0.0
P -2.828639 1.809940 -0.922771 0.7 0.2 3.8
O -2.030911 2.463307 0.391081 -0.5 -0.3 -2.0
O -3.179142 0.364574 -0.379710 1.0 2.6 -2.5
O -1.562521 2.144029 -1.867639 -2.2 -1.1 1.3
O -4.113144 2.687601 -0.964993 2.2 -1.2 -0.7
```
Forces are in eV/Å.

Löwdin population analysis, charges in e, atoms 1 to 4: number 1, Hg, carries 0.242; number 2, O, carries -0.417; number 3, V, carries 1.083; number 4, O, carries -0.359

***

No. 10
BrMg2V as an isolated structure. Source: the Open Molecules 2025 dataset; level of theory: ωB97M-V with the def2-TZVPD basis set.

Calculated values
Multiplicity ... 4
Total charge ... +5
<S²> ... 3.9811
LUMO energy (alpha / beta) ... -30.17 / -30.83 eV
HOMO level (alpha / beta) ... -38.1 / -37.8 eV
Kohn-Sham gap (alpha / beta) ... 7.944 / 6.984 eV

```
4
Properties=species:S:1:pos:R:3:forces:R:3
Mg -2.032072 -5.855474 3.497030 -5.3 -7.9 -1.6
Mg -0.417520 -4.326568 3.269609 8.4 3.7 -5.1
V -1.762396 -3.959381 5.195637 -2.9 3.9 6.4
Br -3.121370 -3.189051 2.985354 -0.2 0.3 0.4
```
Forces are in eV/Å.

Okay, here come the Löwdin numbers, in e, for every atom: number 1, Mg, carries 1.265; number 2, Mg, carries 1.235; number 3, V, carries 1.373; number 4, Br, carries 1.127

***

No. 11
A 2-piece molecular cluster, BrNO3 overall. Source: the Open Molecules 2025 dataset; level of theory: ωB97M-V with the def2-TZVPD basis set.

Calculated values
ΔE to the lowest compared entry with this formula, charge and spin ... 1.210 eV
LUMO energy (alpha / beta) ... -1.23 / -2.08 eV
HOMO level (alpha / beta) ... -10.0 / -9.7 eV
Kohn-Sham gap (alpha / beta) ... 8.771 / 7.630 eV

```
5
Properties=species:S:1:pos:R:3:forces:R:3
N 0.736686 0.337337 -0.406584 -2.4 -0.7 0.6
O -0.099287 0.694919 -1.171231 1.7 0.1 0.0
O 1.861671 0.049206 -0.307222 0.2 0.4 -0.6
O -0.427587 -0.699252 1.022885 2.2 -0.2 0.3
Br -2.071483 -0.382211 0.862152 -1.6 0.4 -0.3
```
Forces are in eV/Å.

Löwdin population analysis, charges in e, atoms 1 to 4: number 1, N, carries -0.262; number 2, O, carries 0.084; number 3, O, carries 0.179; number 4, O, carries -0.794

***

No. 12
BrPb as an isolated structure. Source: the Open Molecules 2025 dataset; level of theory: ωB97M-V with the def2-TZVPD basis set.

Calculated values
ΔE to the lowest compared entry with this formula, charge and spin ... 0.028 eV
Total charge ... +1
LUMO energy ... -6.98 eV
HOMO level ... -15.8 eV
Kohn-Sham gap ... 8.855 eV

```
2
Properties=species:S:1:pos:R:3:forces:R:3
Pb -8.437000 -8.172000 -23.372000 0.2 0.6 0.7
Br -7.945000 -6.585000 -21.437000 -0.2 -0.6 -0.7
```
Forces are in eV/Å.

Okay, here come the Löwdin numbers, in e, for every atom: number 1, Pb, carries 1.034; number 2, Br, carries -0.034

***

No. 13
BrTi2 as an isolated structure. Source: the Open Molecules 2025 dataset; level of theory: ωB97M-V with the def2-TZVPD basis set.

Calculated values
ΔE to the lowest compared entry with this formula, charge and spin ... 0.210 eV
Multiplicity ... 8
Total charge ... +2
<S²> ... 15.7535
LUMO energy (alpha / beta) ... -9.92 / -12.66 eV
HOMO level (alpha / beta) ... -17.5 / -20.1 eV
Kohn-Sham gap (alpha / beta) ... 7.615 / 7.430 eV

```
3
Properties=species:S:1:pos:R:3:forces:R:3
Ti -28.991030 -31.028310 13.632120 -0.7 -1.0 -0.2
Ti -27.292690 -29.559600 14.556770 0.8 0.8 0.4
Br -28.413660 -33.203660 15.472300 -0.1 0.2 -0.2
```
Forces are in eV/Å.

Okay, here come the Löwdin numbers, in e, for every atom: number 1, Ti, carries 0.641; number 2, Ti, carries 0.960; number 3, Br, carries 0.398